This record from OMol25 describes a structure of composition C18H29N2O3P2Sm. The level of theory is the ωB97M-V functional and the def2-TZVPD basis.

For the LUMO energy (alpha / beta), the calculation gives -0.311 / -0.300 eV. As for the spin multiplicity: 6. For the total energy, the calculation gives -64737.6528 eV. The highest occupied orbital energy (alpha / beta) comes out at -6.79 / -6.74 eV. As for the frontier orbital gap (alpha / beta): 6.5 / 6.4 eV. The largest force on an atom is 3.1 eV Å⁻¹. As for the expectation value of S²: 8.77.

```
55
C18H29N2O3P2Sm, DFT the ωB97M-V functional and the def2-TZVPD basis
C -3.322 -2.666 -0.947
C -2.342 -1.692 -0.945
N -1.280 -1.847 -0.105
C -1.184 -2.847 0.816
C -2.173 -3.809 0.860
C -3.246 -3.732 -0.040
C -2.435 -0.451 -1.849
P -0.820 0.332 -2.405
Sm 0.308 -0.125 -0.036
P 0.867 -1.274 2.278
C 0.069 -2.923 1.713
C 1.734 1.670 0.064
C 2.637 1.670 -0.948
C 3.533 2.767 -0.953
C 3.411 3.718 0.101
C 2.455 3.617 1.146
C 1.570 2.515 1.126
O -3.766 1.991 -0.786
O -1.638 3.164 0.344
H -4.136 -2.566 -1.683
H -2.058 -4.621 1.598
H -4.019 -4.499 -0.030
C 0.072 -0.615 -3.641
C -0.975 2.074 -2.792
H -0.121 -3.415 2.685
H 0.896 -3.432 1.166
H -3.028 0.404 -1.376
H -2.824 -0.718 -2.852
C 2.595 -1.475 2.817
C -0.026 -0.596 3.681
H 2.683 0.876 -1.696
H 4.294 2.877 -1.748
H 4.105 4.580 0.101
H 2.403 4.376 1.952
H 0.808 2.328 1.872
H -1.366 2.223 0.710
H -0.833 3.666 0.199
H -3.092 2.638 -0.412
H -4.366 1.825 -0.064
H -1.142 1.024 1.011
H -0.510 -0.508 -4.569
H 1.095 -0.210 -3.750
H 0.176 -1.672 -3.337
H -1.609 2.122 -3.689
H -1.425 2.632 -1.954
H 0.020 2.512 -2.970
H 0.178 -1.267 4.529
H 0.366 0.421 3.857
H -1.098 -0.502 3.445
H 2.678 -2.047 3.749
H 3.206 -2.021 2.091
H 3.023 -0.460 2.869
O 4.254 -2.606 -0.288
C 3.213 -2.007 -0.402
N 2.186 -1.417 -0.511
```